1.
Molecular formula: C4H12N4ORuSSe4
Method: DFT, ωB97M-V with the def2-TZVPD basis set

Summary:
Gap between HOMO and LUMO (spin up / spin down) (hartree): 0.2045 / 0.2173
Largest force on an atom (hartree/bohr): 0.0669
Expectation value of S²: 6.073
Energy relative to the best compared isomer or geometry (same formula, charge and spin) (eV): 2.849
E_LUMO (spin up / spin down) (eV): -8.33 / -9.02

```
! wB97M-V def2-TZVPD RIJCOSX def2/J DEFGRID3
* xyz 2 5
Ru -9.313 -7.110 8.595
Se -10.872 -6.427 10.369
Se -9.510 -6.895 12.227
Se -9.745 -8.899 10.578
Se -8.403 -9.166 8.609
N -8.479 -5.216 7.824
N -9.178 -4.790 6.575
C -10.347 -5.411 6.263
N -11.170 -4.740 5.437
S -10.705 -7.012 6.929
H -8.607 -4.374 8.508
H -7.490 -5.173 7.528
H -8.687 -4.201 5.946
H -10.859 -3.811 5.154
H -12.139 -5.058 5.123
C -4.903 -4.323 9.656
N -4.883 -5.756 9.701
C -3.599 -6.498 9.875
C -6.077 -6.377 9.614
O -7.213 -5.890 9.672
H -5.931 -3.989 9.425
H -4.216 -3.836 8.955
H -4.664 -4.028 10.686
H -3.675 -7.252 10.697
H -2.738 -5.776 10.104
H -3.247 -6.994 8.908
H -5.976 -7.544 9.558
*
```

***

2.
Molecular formula: C4H12N6
Method: DFT, ωB97M-V with the def2-TZVPD basis set

Summary:
Gap between HOMO and LUMO (hartree): 0.3383
SMILES: NCc1nc(C[NH3+])[nH][n+]1N
Largest force on an atom (hartree/bohr): 0.0956
Energy relative to the best compared isomer or geometry (same formula, charge and spin) (eV): 3.489
E_LUMO (eV): -7.69

```
! wB97M-V def2-TZVPD RIJCOSX def2/J DEFGRID3
* xyz 2 1
N 2.867 1.090 0.528
C 1.776 1.308 -0.407
C 0.670 0.356 -0.115
N -0.640 0.589 0.056
C -1.171 -0.593 0.340
C -2.711 -0.521 0.372
N -3.149 0.661 -0.371
N -0.198 -1.575 0.255
N 0.938 -0.934 0.012
N 2.090 -1.549 -0.007
H 3.513 0.331 0.225
H 3.414 1.931 0.626
H 2.256 1.330 -1.432
H 1.403 2.366 -0.286
H -3.261 -1.472 -0.124
H -3.081 -0.256 1.445
H -2.229 1.275 -0.354
H -4.071 1.062 -0.138
H -3.341 0.384 -1.354
H -0.203 -2.493 0.504
H 2.710 -0.839 0.316
H 2.419 -2.450 -0.090
*
```

***

3.
Molecular formula: C4H12N6S
Method: DFT, ωB97M-V with the def2-TZVPD basis set

Summary:
Gap between HOMO and LUMO (hartree): 0.3201
SMILES: C[NH2+]NN(C=S)/C(N)=N/C=[NH2+]
Largest force on an atom (hartree/bohr): 0.0657
Energy relative to the best compared isomer or geometry (same formula, charge and spin) (eV): 3.407
E_LUMO (eV): -7.55

```
! wB97M-V def2-TZVPD RIJCOSX def2/J DEFGRID3
* xyz 2 1
C 1.058 -2.484 -0.414
N 0.446 -1.650 -1.449
N -0.618 -0.875 -0.902
N -0.526 0.561 -1.035
C -1.223 1.073 -2.226
S -1.282 2.560 -2.770
C -0.211 1.303 0.102
N -0.477 2.614 0.189
N 0.389 0.663 1.021
C 0.724 0.467 2.270
N -0.058 0.715 3.295
H 1.703 -1.819 0.261
H 0.287 -3.045 0.191
H 1.698 -3.229 -0.920
H 0.101 -2.197 -2.280
H 1.132 -0.907 -1.836
H -1.536 -1.287 -0.788
H -1.674 0.216 -2.833
H 0.015 3.353 0.675
H -0.805 3.025 -0.634
H 1.708 -0.016 2.532
H -1.043 0.555 3.301
H 0.194 0.406 4.251
*
```

***

Which DFT total energy belongs to each record? In order, -287134.415, -13263.284, -24098.819 eV.